1.
Entry from OMol25: 14 unconnected molecules or ions with the total composition C16H60N8O14 in a non-equilibrium geometry (ωB97M-V with the def2-TZVPD basis set).

As for the total charge: 0. As for the calculated total energy: -2137.04189 Ha. The spin multiplicity is 1. For the strongest force on any atom, the calculation gives 6.72 eV Å⁻¹. The calculation puts the HOMO energy at -9.31 eV. The frontier orbital gap comes out at 9.04 eV. The value obtained for the energy above the lowest of the compared OMol25 structures with the same formula, charge and spin is 99.9 kcal per mole.

Structure (XYZ):
```
98
C16H60N8O14, DFT ωB97M-V with the def2-TZVPD basis set
O -1.40 5.07 0.07
H -2.16 4.51 0.21
H -0.86 4.95 0.85
O 4.43 2.30 0.92
H 4.03 1.55 0.49
H 5.37 2.14 0.87
O 1.76 0.07 -3.66
H 1.97 -0.83 -3.41
H 1.14 0.36 -2.99
O -0.02 4.01 3.67
H 0.45 4.04 4.50
H 0.57 3.55 3.07
O -2.80 -0.08 -2.30
H -3.59 -0.57 -2.06
H -2.25 -0.14 -1.52
O 3.63 -1.35 2.82
H 3.33 -1.06 1.96
H 3.72 -0.55 3.33
C -5.37 0.43 2.91
O -6.36 -0.06 2.41
N -5.35 1.07 4.02
N -4.23 0.24 2.43
H -6.27 1.46 4.20
H -4.57 1.55 4.43
H -3.38 0.66 2.78
H -4.30 -0.44 1.68
C 4.13 -0.88 -0.78
O 3.42 -0.69 0.26
N 4.91 -1.87 -0.82
N 4.08 -0.12 -1.86
H 5.52 -1.99 -1.62
H 5.10 -2.47 -0.03
H 4.94 0.03 -2.35
H 3.29 0.51 -1.79
C -2.86 3.37 -3.72
O -3.74 2.60 -3.78
N -1.68 3.10 -3.18
N -2.95 4.57 -4.18
H -0.92 3.76 -3.08
H -1.52 2.14 -2.90
H -3.89 4.86 -4.44
H -2.19 5.22 -4.07
C -0.66 -3.06 -2.87
O -0.76 -2.36 -1.85
N -1.69 -3.38 -3.60
N 0.41 -3.68 -3.26
H -1.52 -4.08 -4.31
H -2.52 -2.81 -3.59
H 0.29 -4.34 -4.01
H 1.29 -3.22 -3.08
C 0.62 -5.34 0.04
C -0.15 -4.49 1.05
C 0.83 -3.42 1.60
O -1.39 -3.91 0.55
H 0.04 -6.13 -0.43
H 1.50 -5.87 0.41
H 0.93 -4.66 -0.75
H -0.41 -5.22 1.82
H 0.38 -2.86 2.42
H 1.18 -2.68 0.89
H 1.79 -3.82 1.95
H -1.10 -3.45 -0.24
C -4.02 -1.99 5.47
C -3.48 -2.86 4.35
C -2.03 -2.52 3.97
O -3.55 -4.27 4.68
H -5.01 -2.20 5.85
H -3.98 -0.95 5.14
H -3.41 -2.17 6.36
H -4.19 -2.72 3.54
H -1.38 -3.39 4.12
H -1.49 -1.75 4.52
H -1.97 -2.21 2.93
H -3.21 -4.74 3.91
C 3.08 3.19 -3.05
C 3.89 4.50 -2.99
C 4.51 4.81 -1.60
O 5.02 4.34 -3.85
H 2.65 3.02 -4.04
H 2.25 3.30 -2.35
H 3.63 2.32 -2.71
H 3.28 5.33 -3.33
H 5.01 5.78 -1.61
H 5.31 4.10 -1.34
H 3.77 4.57 -0.83
H 5.40 3.46 -3.92
C 0.58 1.78 -0.02
C 0.17 0.23 -0.09
C -1.10 -0.10 0.70
O -0.01 -0.01 -1.37
H 0.22 2.32 -0.89
H 1.65 1.98 0.05
H 0.04 2.26 0.80
H 1.00 -0.31 0.36
H -1.94 0.44 0.25
H -1.02 0.23 1.74
H -1.45 -1.13 0.64
H -0.40 -0.88 -1.48
```

Here are the Mulliken charges for atoms 1 to 4, given in e: number 1, O, carries -0.625; number 2, H, carries 0.313; number 3, H, carries 0.300; number 4, O, carries -0.689

=====

2.
Entry from OMol25: 14 unconnected molecules or ions with the total composition C16H60O22 in a non-equilibrium geometry (ωB97M-V with the def2-TZVPD basis set).

As for the total charge: 0. As for the calculated total energy: -2300.76077 Ha. The spin multiplicity is 1. For the strongest force on any atom, the calculation gives 2.49 eV Å⁻¹. The calculation puts the HOMO energy at -9.81 eV. The frontier orbital gap comes out at 10.17 eV. The value obtained for the energy above the lowest of the compared OMol25 structures with the same formula, charge and spin is 9.8 kcal per mole.

Structure (XYZ):
```
98
C16H60O22, DFT ωB97M-V with the def2-TZVPD basis set
O 10.83 15.90 13.21
H 11.67 15.60 13.65
H 10.93 15.42 12.39
O 4.79 12.55 12.91
H 5.37 12.64 12.13
H 3.89 12.47 12.51
O 6.33 15.74 11.05
H 6.14 16.40 10.42
H 6.39 16.16 11.94
O 6.56 16.83 13.59
H 6.24 17.73 13.68
H 7.38 16.72 14.13
O 12.10 13.38 12.51
H 12.62 12.70 12.09
H 11.26 13.03 12.80
O 4.97 10.97 9.51
H 5.39 11.13 8.65
H 5.65 11.23 10.18
C 9.56 10.40 15.75
C 10.59 11.32 16.34
O 10.09 12.36 17.15
O 10.10 9.68 14.67
H 8.68 10.96 15.41
H 9.25 9.68 16.53
H 11.21 11.73 15.51
H 11.39 10.80 16.88
H 9.57 12.88 16.53
H 10.49 10.35 14.10
C 10.06 16.10 17.45
C 9.34 17.06 16.41
O 8.95 16.40 15.20
O 11.10 15.40 16.83
H 9.30 15.40 17.81
H 10.43 16.74 18.23
H 9.92 17.95 16.16
H 8.43 17.45 16.94
H 9.69 16.26 14.58
H 11.23 14.52 17.24
C 8.08 12.33 10.92
C 8.70 13.21 11.97
O 9.52 12.48 12.84
O 7.08 11.42 11.43
H 8.90 11.70 10.46
H 7.56 12.86 10.11
H 7.93 13.80 12.52
H 9.24 13.93 11.36
H 9.30 12.77 13.75
H 7.30 11.23 12.39
C 12.38 9.48 11.25
C 11.71 10.36 10.28
O 12.71 11.34 9.81
O 13.31 10.14 12.04
H 12.84 8.57 10.87
H 11.54 9.08 11.86
H 10.88 10.96 10.74
H 11.26 9.76 9.46
H 13.03 11.15 8.94
H 13.99 10.60 11.52
C 7.13 13.51 15.40
C 6.78 13.09 16.78
O 6.92 14.20 17.66
O 8.58 13.70 15.18
H 6.59 14.46 15.17
H 6.80 12.77 14.63
H 7.37 12.27 17.16
H 5.71 12.83 16.76
H 6.82 13.78 18.53
H 8.86 14.62 15.46
C 8.49 7.44 9.50
C 8.02 8.62 10.25
O 8.80 8.79 11.41
O 9.69 7.71 8.80
H 7.63 7.00 8.93
H 8.80 6.69 10.20
H 6.94 8.47 10.38
H 8.04 9.50 9.58
H 8.43 9.57 11.86
H 10.44 7.27 9.20
C 6.49 8.40 15.02
C 6.69 9.10 13.68
O 6.42 10.45 13.95
O 6.80 7.02 14.88
H 5.44 8.62 15.35
H 7.21 8.79 15.76
H 6.05 8.58 12.94
H 7.74 8.87 13.39
H 5.57 10.80 13.76
H 7.76 6.91 14.91
C 7.65 15.77 7.06
C 6.67 16.89 7.17
O 6.72 17.52 8.42
O 9.02 16.23 6.77
H 7.31 15.24 6.20
H 7.68 15.19 7.99
H 5.68 16.47 7.07
H 6.78 17.61 6.31
H 6.78 18.48 8.26
H 9.31 16.84 7.46
```

Here are the Mulliken charges for atoms 1 to 4, given in e: number 1, O, carries -0.735; number 2, H, carries 0.319; number 3, H, carries 0.261; number 4, O, carries -0.663

=====

3.
Entry from OMol25: 15 unconnected molecules or ions with the total composition C16H62N14O15 in a non-equilibrium geometry (ωB97M-V with the def2-TZVPD basis set).

As for the total charge: 0. As for the calculated total energy: -2541.73309 Ha. The spin multiplicity is 1. For the strongest force on any atom, the calculation gives 10.41 eV Å⁻¹. The calculation puts the HOMO energy at -8.76 eV. The frontier orbital gap comes out at 8.16 eV. The value obtained for the energy above the lowest of the compared OMol25 structures with the same formula, charge and spin is 96.6 kcal per mole.

Structure (XYZ):
```
107
C16H62N14O15, DFT ωB97M-V with the def2-TZVPD basis set
C -5.40 -7.04 10.03
C -5.02 -8.23 9.27
O -3.63 -8.30 9.24
H -4.87 -6.20 9.80
H -5.18 -7.22 11.05
H -6.46 -6.75 10.16
H -5.47 -8.11 8.31
H -5.48 -9.12 9.66
H -3.30 -7.74 8.52
C -7.07 -4.32 8.33
O -7.25 -5.70 8.11
N -5.97 -3.68 8.38
N -8.08 -3.53 8.54
H -5.02 -4.12 8.17
H -5.86 -2.64 8.61
H -8.94 -4.03 8.66
H -8.10 -2.51 8.72
C -6.49 -0.56 11.40
O -5.20 -0.68 11.98
N -7.02 0.57 11.05
N -7.19 -1.55 11.05
H -6.60 1.46 11.43
H -7.99 0.68 10.84
H -6.80 -2.51 11.20
H -7.92 -1.41 10.35
C -12.67 -5.83 11.72
O -13.39 -6.10 12.85
N -11.41 -6.11 11.70
N -13.18 -5.20 10.69
H -11.21 -6.62 12.58
H -10.71 -5.88 10.97
H -14.13 -4.99 10.68
H -12.74 -5.05 9.75
C -9.20 -6.28 16.48
O -8.05 -6.65 17.18
N -10.24 -7.06 16.33
N -9.20 -5.22 15.76
H -10.18 -7.84 16.91
H -10.89 -7.17 15.49
H -8.48 -4.58 16.02
H -10.04 -4.80 15.34
C -11.02 -5.30 8.33
O -10.92 -6.44 7.47
N -11.99 -4.41 8.28
N -10.30 -5.24 9.44
H -12.56 -4.28 7.42
H -11.95 -3.53 8.89
H -9.65 -6.06 9.56
H -10.29 -4.34 10.07
C -10.88 -2.27 10.22
O -9.80 -1.53 9.84
N -12.05 -2.19 9.70
N -10.73 -3.31 11.09
H -12.25 -1.28 9.22
H -12.93 -2.33 10.21
H -9.94 -3.20 11.71
H -11.49 -3.96 11.32
C -8.41 -8.58 10.58
O -8.89 -7.36 10.06
N -7.92 -8.59 11.82
N -8.16 -9.61 9.83
H -8.19 -7.77 12.45
H -7.57 -9.45 12.26
H -8.35 -9.52 8.86
H -7.82 -10.47 10.25
C -4.40 -3.71 11.38
O -5.72 -3.98 11.04
H -4.13 -2.93 10.75
H -3.62 -4.49 11.19
H -4.36 -3.36 12.38
H -5.91 -3.89 10.10
C -6.71 -8.37 15.00
O -7.50 -9.55 15.38
H -5.83 -8.42 14.30
H -6.15 -7.95 15.86
H -7.28 -7.66 14.52
H -8.04 -9.24 16.13
C -12.56 -4.58 15.46
O -11.37 -4.42 14.63
H -13.47 -4.23 14.92
H -12.19 -3.95 16.23
H -12.64 -5.57 15.90
H -11.59 -3.92 13.89
C -8.50 -2.08 14.32
O -9.09 -1.94 13.06
H -8.33 -1.07 14.60
H -7.72 -2.75 14.23
H -9.26 -2.55 15.00
H -8.34 -1.73 12.47
C -8.48 -4.99 12.41
O -8.68 -6.19 13.07
H -9.49 -4.61 12.58
H -8.43 -5.24 11.35
H -7.63 -4.36 12.80
H -8.95 -6.10 14.02
C -10.58 -8.61 13.73
O -11.65 -7.73 14.11
H -9.63 -8.47 14.15
H -10.41 -8.44 12.65
H -11.02 -9.59 14.14
H -12.44 -7.97 13.63
C -5.66 -5.28 14.45
O -5.47 -5.78 13.23
H -4.98 -5.53 15.22
H -6.59 -5.59 14.91
H -5.88 -4.25 14.45
H -5.73 -5.17 12.53
```

Here are the Mulliken charges for atoms 1 to 4, given in e: number 1, C, carries -0.160; number 2, C, carries -0.833; number 3, O, carries -0.584; number 4, H, carries 0.439